Density functional theory data (the ωB97M-V functional and the def2-TZVPD basis) for a cluster of 2 separate species, C5H11NO3 in total.

Cartesian coordinates (Å):
1 O 0.988 0.260 -0.336
2 H -0.497 2.777 -0.828
3 H -2.003 -0.573 -0.420
4 H 0.252 2.516 1.491
5 H -0.114 0.956 2.392
6 O 1.741 -0.746 -1.040
7 C -0.924 1.080 0.419
8 O 0.876 -2.242 0.476
9 N 2.409 -2.862 -1.102
10 C -0.025 1.467 1.436
11 H -2.625 0.044 1.117
12 C -1.710 -0.178 0.552
13 C 1.590 -1.973 -0.461
14 H 0.938 0.857 0.882
15 H -2.209 2.508 -0.454
16 H -1.399 1.474 -1.633
17 H -1.139 -0.938 1.082
18 C -1.260 2.011 -0.696
19 H 2.256 -3.837 -0.913
20 H 2.854 -2.600 -1.965

E_HOMO: -0.3317 Eh
Net charge: 0
2S+1: 1

***

Density functional theory data (the ωB97M-V functional and the def2-TZVPD basis) for a structure of composition C10H23AlClF3KNO17P3S at a distorted geometry.

Cartesian coordinates (Å):
1 H -1.445 -8.164 6.045
2 H 5.801 2.418 -0.758
3 C -1.928 -3.332 0.494
4 H -2.383 -2.394 0.915
5 Al 0.794 -0.137 0.666
6 H 0.396 -5.275 1.628
7 O 3.454 2.388 -5.276
8 C 0.312 3.841 -1.055
9 O 0.874 -4.906 4.926
10 C 4.919 3.052 -0.891
11 P -0.386 -4.943 4.067
12 C -0.018 5.102 -0.298
13 O -0.874 -2.375 -2.734
14 P 0.035 -3.980 2.141
15 H 0.932 3.748 -3.165
16 O -4.120 2.749 0.431
17 O -4.445 2.030 -1.797
18 H -0.621 3.318 -1.310
19 P 4.114 1.033 -5.034
20 Cl -3.767 2.989 -0.957
21 H -0.459 -4.082 -0.842
22 H 1.063 6.460 -2.918
23 H -2.723 -3.807 -0.136
24 H 5.234 4.091 -0.975
25 C -3.962 0.266 2.079
26 H -3.487 1.241 2.190
27 O 3.843 0.135 -6.239
28 N -2.595 -1.545 3.405
29 H -0.538 5.700 -3.032
30 F 0.803 0.520 -1.241
31 C -0.513 -3.139 -0.223
32 H -4.982 0.320 2.459
33 K -2.925 -3.786 5.125
34 S -0.568 -1.783 -1.443
35 O -0.350 5.170 0.853
36 O 3.539 0.384 -3.774
37 C -3.200 -0.758 2.832
38 H 3.966 1.764 -1.991
39 O -1.623 -0.839 -1.087
40 O 0.070 6.179 -1.119
41 H 0.961 3.191 -0.464
42 O -2.330 2.836 -1.113
43 H -3.988 0.005 1.020
44 H -0.346 -2.635 2.535
45 C 0.387 5.744 -2.451
46 H -1.431 -4.274 4.778
47 O -4.152 4.325 -1.332
48 O 5.617 1.236 -4.860
49 O 0.594 -3.285 0.629
50 H 4.253 2.946 -0.027
51 F 2.096 -1.298 -0.913
52 C 1.040 -0.851 -1.662
53 O -1.660 -4.097 1.673
54 H -0.648 -6.323 3.809
55 O -1.756 -7.289 6.302
56 H -1.012 -6.912 6.788
57 H 1.351 -3.679 2.663
58 H 2.094 4.497 -2.070
59 F 1.430 -0.860 -2.904
60 O 4.237 2.687 -2.079
61 C 1.028 4.382 -2.284

E_HOMO: -0.2357 Eh
Net charge: -1
2S+1: 1

***

Density functional theory data (the ωB97M-V functional and the def2-TZVPD basis) for a cluster of 8 separate species, C17H57N6O6 in total at a distorted geometry.

Cartesian coordinates (Å):
1 C 5.324 -12.556 -28.205
2 C 5.421 -9.138 -26.908
3 N -0.074 -15.033 -28.345
4 C 5.965 -11.446 -26.190
5 N 4.753 -10.091 -24.666
6 H -0.928 -8.133 -26.122
7 C 7.600 -16.671 -23.731
8 H 8.943 -15.284 -21.639
9 H 2.387 -7.228 -27.644
10 H 1.440 -9.827 -24.798
11 H -0.718 -15.718 -27.971
12 C 2.439 -14.003 -26.252
13 O 1.826 -8.535 -26.259
14 H 3.010 -16.267 -31.443
15 H 1.428 -18.298 -26.648
16 H 3.993 -9.411 -24.603
17 H -1.174 -14.571 -24.635
18 H 7.646 -14.242 -22.264
19 C 5.772 -15.690 -24.923
20 H 7.574 -14.921 -20.633
21 H 5.192 -13.561 -27.792
22 H 0.619 -14.726 -27.630
23 H 2.238 -12.989 -25.880
24 H 4.369 -12.028 -28.272
25 C 2.603 -15.897 -30.499
26 H 5.221 -16.263 -27.596
27 H 2.162 -13.961 -31.578
28 H 2.163 -13.875 -29.877
29 N 7.424 -17.475 -21.439
30 H 3.269 -15.650 -28.487
31 H -0.543 -11.235 -24.477
32 H -0.137 -17.541 -26.336
33 H 3.448 -14.236 -25.887
34 H 0.378 -15.429 -29.225
35 C 1.911 -8.204 -27.623
36 H 0.713 -16.041 -31.357
37 H 5.534 -9.497 -24.390
38 H 0.387 -11.922 -25.531
39 H 5.710 -12.694 -29.215
40 H 7.245 -17.218 -20.474
41 H 6.891 -11.148 -25.692
42 H 1.106 -17.327 -30.438
43 C 3.333 -16.416 -29.272
44 N 1.174 -16.316 -30.497
45 H 4.632 -8.380 -26.986
46 H 7.294 -17.700 -23.947
47 H 2.570 -13.867 -27.342
48 C 7.861 -15.129 -21.663
49 O 1.483 -14.978 -25.987
50 H 3.723 -14.067 -30.704
51 C -0.145 -10.147 -26.257
52 H 8.691 -16.645 -23.763
53 H -1.449 -9.164 -24.789
54 H 5.309 -16.657 -25.167
55 H -2.220 -9.338 -26.295
56 C 4.919 -10.342 -26.099
57 H 5.664 -9.439 -27.927
58 H 1.244 -16.734 -25.993
59 C 7.183 -16.309 -22.321
60 C 1.278 -9.760 -25.875
61 H 3.964 -10.702 -26.485
62 H 5.230 -15.369 -24.029
63 O 6.325 -11.847 -27.499
64 N 0.841 -17.698 -26.080
65 H 6.679 -18.150 -21.603
66 H -0.229 -10.311 -27.332
67 H 6.102 -16.116 -22.359
68 H 0.639 -18.077 -25.148
69 H 5.507 -17.853 -28.253
70 N -0.472 -11.369 -25.480
71 C 2.678 -14.371 -30.710
72 H 2.858 -17.338 -28.914
73 H 5.658 -12.301 -25.572
74 C -1.238 -9.147 -25.860
75 O 7.161 -15.769 -24.733
76 O 4.701 -16.473 -29.580
77 C 5.558 -16.786 -28.494
78 H -0.605 -14.189 -28.569
79 H 6.575 -16.536 -28.777
80 H 0.984 -8.202 -28.203
81 H 2.550 -8.988 -28.056
82 H 1.943 -10.523 -26.318
83 H 5.526 -15.025 -25.746
84 H 6.231 -8.496 -26.552
85 H 0.346 -14.803 -24.565
86 O -0.438 -14.583 -24.017

E_HOMO: -0.4032 Eh
Net charge: +1
2S+1: 1

***

Density functional theory data (the ωB97M-V functional and the def2-TZVPD basis) for a cluster of 2 separate species, C9H16N2 in total at a distorted geometry.

Cartesian coordinates (Å):
1 H 3.370 -1.117 2.138
2 H -2.971 1.970 0.919
3 C 3.962 0.347 -0.082
4 H 2.780 -2.226 0.995
5 H -2.644 0.666 2.122
6 H -0.427 2.418 -0.483
7 C -1.593 0.641 0.013
8 H -2.147 2.072 -1.422
9 N -0.379 -0.118 0.439
10 H -3.398 -0.564 0.053
11 H -0.751 1.033 -1.828
12 C 2.838 -0.150 0.315
13 C -2.144 1.322 1.262
14 C -1.116 1.678 -0.966
15 H -1.351 2.081 1.850
16 H 1.988 0.313 -0.086
17 H -2.756 0.168 -1.722
18 H 1.522 -1.178 1.762
19 H -1.612 -1.705 -2.040
20 N 4.964 0.756 -0.630
21 H -1.944 -2.470 -0.414
22 C -1.650 -1.591 -0.960
23 H 5.266 0.269 -1.382
24 C -2.538 -0.381 -0.700
25 H 0.500 -1.846 -0.269
26 C 2.579 -1.173 1.332
27 C -0.350 -1.214 -0.217

E_HOMO: -0.3066 Eh
Net charge: 0
2S+1: 1